No. 1
CH5BO2 | ωB97M-V/def2-TZVPD

Calculated values
LUMO level ... 0.353 eV
Structure (SMILES) ... CB(O)O
Orbital gap ... 11.65 eV
Molecular weight ... 59.9 g/mol
E_HOMO ... -11.30 eV

CARTESIAN COORDINATES (ANGSTROEM)
1 C -1.27 0.06 -0.08
2 B 0.31 -0.01 -0.20
3 O 1.23 1.11 -0.34
4 O 0.86 -1.12 0.20
5 H -1.94 0.61 -0.73
6 H -1.53 0.53 0.84
7 H -1.60 -0.93 -0.07
8 H 2.17 1.06 -0.03
9 H 1.77 -1.32 0.42

---

No. 2
CH5BOS | ωB97M-V/def2-TZVPD

Calculated values
LUMO level (alpha / beta) ... 0.547 / -3.344 eV
Spin multiplicity ... 3
Orbital gap (alpha / beta) ... 4.93 / 7.50 eV
Molecular weight ... 75.9 g/mol
Expectation value of S² ... 2.005
E_HOMO (alpha / beta) ... -4.38 / -10.84 eV

CARTESIAN COORDINATES (ANGSTROEM)
1 B 0.17 -0.09 -0.17
2 C -0.68 1.03 0.61
3 O 1.49 -0.05 0.28
4 S 0.14 -1.66 -1.67
5 H -0.47 1.97 -0.02
6 H -1.70 0.71 0.75
7 H -0.36 1.14 1.55
8 H 2.28 -0.51 -0.01
9 H -0.87 -2.53 -1.31

---

No. 3
CH5Cl2N2P | ωB97M-V/def2-TZVPD

Calculated values
LUMO level (alpha / beta) ... -2.319 / -2.728 eV
Orbital gap (alpha / beta) ... 6.53 / 5.92 eV
Molecular weight ... 146.9 g/mol
E_HOMO (alpha / beta) ... -8.85 / -8.64 eV

CARTESIAN COORDINATES (ANGSTROEM)
1 C -1.50 0.33 1.33
2 N 1.39 -0.13 -1.51
3 N 0.37 -0.16 -0.70
4 P -0.09 0.90 0.58
5 Cl 3.32 -0.02 0.50
6 Cl -0.14 2.51 -0.50
7 H -1.42 -0.56 1.82
8 H -2.41 0.92 1.64
9 H 2.31 0.03 -1.01
10 H 1.25 0.65 -2.05
11 H 0.22 -1.12 -0.23

---

No. 4
CH5ClN2 | ωB97M-V/def2-TZVPD

Calculated values
LUMO level ... -1.426 eV
Orbital gap ... 7.55 eV
Molecular weight ... 80.5 g/mol
E_HOMO ... -8.98 eV

CARTESIAN COORDINATES (ANGSTROEM)
1 C -0.16 -1.11 -0.16
2 N -0.35 1.60 -0.27
3 N 0.61 -0.28 0.63
4 Cl 2.23 -0.07 0.35
5 H 0.23 -2.09 0.03
6 H -1.22 -0.99 0.39
7 H -0.32 -0.93 -1.27
8 H -1.31 1.76 -0.02
9 H 0.29 2.09 0.33

---

No. 5
CH5EuO2 | ωB97M-V/def2-TZVPD

Calculated values
LUMO level (alpha / beta) ... -5.051 / -4.985 eV
Spin multiplicity ... 8
Orbital gap (alpha / beta) ... 6.97 / 7.21 eV
Molecular weight ... 201.0 g/mol
Expectation value of S² ... 15.761
E_HOMO (alpha / beta) ... -12.02 / -12.20 eV
Charge ... +1

CARTESIAN COORDINATES (ANGSTROEM)
1 O -1.66 0.18 -0.04
2 H 3.22 0.71 0.14
3 C -3.01 -0.13 0.03
4 H -3.28 -1.01 -0.58
5 H -3.33 -0.35 1.07
6 H -3.63 0.71 -0.32
7 Eu 0.48 -0.47 0.07
8 O 2.77 -0.14 0.02
9 H 3.44 -0.80 -0.20

---

No. 6
CH5F2N2 | ωB97M-V/def2-TZVPD

Calculated values
LUMO level (alpha / beta) ... -4.128 / -6.189 eV
Spin multiplicity ... 3
Orbital gap (alpha / beta) ... 10.56 / 11.67 eV
Molecular weight ... 83.1 g/mol
Expectation value of S² ... 2.007
E_HOMO (alpha / beta) ... -14.69 / -17.86 eV
Charge ... +1

CARTESIAN COORDINATES (ANGSTROEM)
1 C 0.54 0.77 0.26
2 N -1.90 -0.30 -0.37
3 N 1.25 -0.39 -0.32
4 F -2.69 0.74 -0.03
5 F -2.07 -1.16 0.68
6 H 0.05 0.73 1.21
7 H 0.75 1.67 -0.33
8 H 1.16 -1.18 0.36
9 H 2.15 -0.05 -0.34
10 H 0.76 -0.84 -1.12

---

Q: Which E_tot values were calculated for the entries above? A: -216.5119 -539.2166 -1412.2144 -610.5997 -901.6414 -349.8170, in a.u..